The following is a quantum chemistry calculation of a single C15H22N2O4 molecule in a non-equilibrium geometry, from the Open Molecules 2025 dataset.

The geometry in XYZ format:
```
43
Properties=species:S:1:pos:R:3:lowdin_charge:R:1
O -0.50077 -0.26194 2.00638 0.07
C 0.27175 -0.02419 1.09411 -0.45
N -0.13769 0.13714 -0.18858 0.12
C -1.52966 0.04254 -0.57061 -0.21
C -2.24689 1.32320 -0.19897 -0.19
O -3.57704 1.23248 -0.69087 -0.04
C -1.53212 -0.20543 -2.07380 -0.38
O -0.68012 0.29211 -2.79154 0.08
N -2.38780 -1.12901 -2.57108 -0.03
C -2.02301 -2.20254 -3.47695 -0.11
C -3.38977 -2.81135 -3.74526 -0.13
C -4.01589 -2.72213 -2.35761 -0.15
O -3.38918 -1.61038 -1.69448 -0.07
C 1.76162 0.05475 1.30531 -0.18
C 2.23711 0.59458 2.66761 -0.05
C 3.30965 -0.50071 2.61785 -0.39
C 2.44771 -1.29919 1.65158 -0.02
C 4.71392 -0.29961 2.59717 -0.04
C 4.14698 -1.14861 3.75419 -0.25
C 4.81647 -0.82651 5.11381 -0.12
C 3.42836 -1.17221 5.11441 -0.11
H 0.51089 0.32544 -0.93740 0.14
H -1.99485 -0.79509 -0.05125 0.15
H -2.22015 1.42920 0.88830 0.12
H -1.70992 2.16713 -0.65033 0.13
H -4.06589 2.00115 -0.38322 0.09
H -1.52795 -1.79744 -4.35131 0.13
H -1.36223 -2.91459 -2.96868 0.14
H -3.93231 -2.19499 -4.46059 0.12
H -3.35323 -3.82832 -4.12871 0.12
H -5.09066 -2.54940 -2.38098 0.12
H -3.81484 -3.62002 -1.76914 0.12
H 2.26919 0.54852 0.47808 0.15
H 2.55656 1.63534 2.73880 0.12
H 1.49180 0.37856 3.43186 0.11
H 1.76869 -1.95433 2.19448 0.13
H 2.95308 -1.85688 0.86344 0.12
H 5.34841 -0.82858 1.89031 0.11
H 5.05683 0.71614 2.81145 0.12
H 5.56467 -1.54479 5.42364 0.11
H 5.07970 0.20808 5.34001 0.11
H 2.71931 -0.37343 5.33469 0.11
H 3.09245 -2.15225 5.43249 0.10
```

Results
Calculated total energy = -994.98207 a.u.
ΔE to the lowest compared entry with this formula, charge and spin = 891.3 kJ/mol